Computed, not measured: a structure of composition C20H13BrF6N2O6PS4V in a non-equilibrium geometry, with the ωB97M-V functional and the def2-TZVPD basis.

As for the expectation value of S²: 2.01. Its total energy is -200884.1186 eV. Its spin multiplicity is 3. The value obtained for the LUMO energy (alpha / beta) is -0.74 / -0.79 eV. The frontier orbital gap (alpha / beta) comes out at 0.3064 / 0.3183 Ha.

Each line ends with the Mulliken charge.
CARTESIAN COORDINATES (ANGSTROEM)
S (0.42, 0.52, -2.31)  -0.608
C (3.52, 1.72, -2.61)  -0.326
C (3.89, 2.56, -0.37)  -0.488
Br (-1.12, -2.71, -1.19)  -0.004
O (-3.55, 0.00, 0.45)  -0.609
O (-2.21, 2.16, -1.72)  -0.610
N (-2.44, -0.34, -1.89)  0.470
H (5.77, 3.51, -0.03)  0.390
S (0.34, 2.55, 0.21)  -0.475
O (-3.76, 2.59, -3.29)  -0.640
O (-1.14, -0.19, 0.72)  -0.204
O (-0.62, -0.88, 3.68)  -0.546
C (3.06, -2.26, 1.77)  -0.525
C (3.06, -2.33, 0.38)  -0.663
H (2.51, -1.09, 3.49)  0.419
S (-2.46, -0.19, 1.37)  1.297
F (-1.99, -2.93, 5.70)  -0.195
C (5.14, 3.01, -0.75)  -0.682
H (3.53, 2.70, 0.64)  0.379
S (-1.53, -1.91, 3.29)  1.076
C (-3.15, 1.84, -2.57)  0.405
C (-2.50, 1.44, 2.28)  0.541
F (-2.62, 2.37, 1.31)  -0.178
H (2.87, 1.23, -3.33)  0.374
C (5.58, 2.82, -2.05)  -0.435
C (4.77, 2.18, -2.98)  -0.651
F (-1.44, 1.72, 3.00)  -0.184
H (1.56, 0.76, 2.15)  0.274
C (-3.37, 0.35, -2.59)  0.639
H (-3.60, -3.43, -2.47)  0.455
H (3.47, -3.20, -0.12)  0.425
V (-1.27, 1.00, -0.78)  0.079
C (2.01, -0.18, 0.28)  0.807
N (-2.72, -1.36, 2.33)  -0.578
C (2.54, -1.30, -0.37)  -0.653
C (3.08, 1.91, -1.31)  0.769
C (-4.51, -1.63, -3.22)  -0.511
C (2.00, -0.10, 1.66)  -0.194
H (-5.32, -2.13, -3.73)  0.428
F (-3.59, 1.49, 3.04)  -0.238
H (6.56, 3.18, -2.35)  0.374
F (-2.95, -1.03, 5.28)  -0.220
P (1.50, 1.23, -0.74)  1.092
H (-5.08, 0.37, -3.85)  0.532
C (-4.40, -0.25, -3.29)  -0.604
F (-3.72, -2.86, 4.40)  -0.214
H (3.47, -3.07, 2.35)  0.391
C (2.53, -1.15, 2.41)  -0.545
C (-2.53, -1.67, -1.91)  0.114
H (5.12, 2.04, -4.00)  0.397
H (2.52, -1.35, -1.45)  0.425
C (-3.57, -2.35, -2.53)  -0.695
O (-1.02, -3.17, 2.87)  -0.623
C (-2.61, -2.22, 4.77)  0.546

Computed, not measured: a cluster of 2 separate species, C2H6NO2 in total in a non-equilibrium geometry, with the ωB97M-V functional and the def2-TZVPD basis.

Its total energy is -7756.8113 eV. The charge is -1. The value obtained for the LUMO energy is 4.15 eV. The frontier orbital gap comes out at 0.2874 Ha.

Each line ends with the Mulliken charge.
CARTESIAN COORDINATES (ANGSTROEM)
H (-1.81, 0.23, -0.44)  0.310
C (1.82, 1.02, -1.50)  -0.565
H (2.04, 0.11, -2.06)  0.201
N (-0.29, -0.32, 0.94)  -0.545
O (1.88, 0.77, -0.14)  -0.592
H (-0.15, -0.99, 1.68)  0.126
H (1.03, 0.72, 0.37)  0.455
O (-2.39, -1.27, 0.62)  -0.740
H (2.64, 1.70, -1.77)  0.229
H (0.87, 1.38, -1.91)  0.231
C (-1.46, -0.45, 0.37)  -0.110

Computed, not measured: a structure of composition C18H34FeN5O7Rb in a non-equilibrium geometry, with the ωB97M-V functional and the def2-TZVPD basis.

As for the expectation value of S²: 6.01. Its total energy is -76022.0151 eV. Its spin multiplicity is 5. The charge is +2. The value obtained for the LUMO energy (alpha / beta) is -9.34 / -9.40 eV. The frontier orbital gap (alpha / beta) comes out at 0.1433 / 0.1411 Ha.

Each line ends with the Mulliken charge.
CARTESIAN COORDINATES (ANGSTROEM)
C (9.18, -13.22, 23.91)  -0.532
H (1.07, -15.11, 16.05)  0.276
H (2.96, -16.61, 24.41)  0.393
H (1.42, -20.08, 20.89)  0.367
Fe (4.26, -13.02, 21.27)  1.057
O (1.93, -19.35, 17.65)  -0.607
H (4.75, -16.30, 24.37)  -0.281
O (8.32, -18.00, 25.02)  -0.606
N (1.96, -14.89, 17.89)  0.148
N (9.25, -17.24, 25.20)  0.974
C (4.30, -13.96, 27.49)  0.162
H (2.09, -12.26, 26.17)  0.362
C (10.07, -14.94, 25.30)  -0.544
C (3.95, -16.99, 24.63)  -0.560
C (3.06, -17.18, 26.97)  0.069
Rb (6.50, -15.58, 20.02)  0.879
C (0.74, -14.65, 18.57)  -1.006
O (3.81, -14.09, 28.59)  -0.583
H (9.30, -12.26, 23.42)  0.386
C (8.20, -14.06, 23.52)  -0.107
H (4.31, -17.81, 24.01)  0.411
H (7.47, -13.62, 22.85)  0.197
H (2.01, -20.92, 19.52)  0.333
H (1.82, -13.64, 27.21)  0.321
C (8.12, -15.38, 23.93)  0.025
H (2.84, -17.65, 21.39)  0.348
N (4.03, -17.37, 26.05)  0.159
C (1.81, -15.62, 16.67)  -0.916
N (2.73, -18.93, 19.75)  0.107
H (5.86, -18.24, 25.82)  0.326
H (4.14, -15.28, 22.58)  0.131
H (1.82, -13.87, 25.44)  0.292
O (2.04, -16.58, 26.73)  -0.529
H (3.68, -17.07, 19.97)  -0.326
H (7.35, -16.03, 23.55)  0.312
H (2.70, -15.70, 16.04)  0.321
C (5.33, -17.62, 26.55)  -1.007
O (3.31, -14.25, 19.67)  -0.660
N (3.71, -13.56, 26.39)  0.141
H (3.72, -14.19, 24.54)  -0.003
C (2.42, -18.60, 18.50)  0.440
H (0.93, -13.90, 19.33)  0.319
H (5.33, -18.17, 27.49)  0.450
H (5.34, -14.01, 25.10)  -0.039
O (4.83, -14.72, 22.18)  -0.195
C (10.07, -13.58, 24.92)  -0.644
H (3.97, -14.79, 17.69)  0.431
H (0.15, -14.09, 17.85)  0.406
H (10.86, -12.91, 25.22)  0.388
C (2.33, -20.25, 20.32)  -0.960
H (1.51, -16.64, 16.91)  0.459
C (2.27, -13.33, 26.27)  -1.019
C (4.37, -13.52, 25.11)  -0.258
H (5.99, -16.76, 26.69)  0.223
O (10.29, -17.67, 25.46)  -0.529
H (10.81, -15.21, 26.04)  0.432
H (2.71, -17.59, 18.19)  0.016
H (5.35, -14.16, 27.22)  0.311
C (3.45, -17.97, 20.55)  -0.448
C (9.11, -15.81, 24.79)  0.196
H (3.28, -17.54, 27.98)  0.356
H (3.06, -20.76, 20.95)  0.321
H (4.31, -18.54, 20.92)  0.419
C (3.17, -14.61, 18.42)  0.091
H (4.32, -12.56, 24.60)  0.286
H (0.38, -15.61, 18.97)  0.317